(1)
The following is a DFT calculation (the ωB97M-V functional and the def2-TZVPD basis) of a single C3H5FOS molecule.

The calculation puts the HOMO energy at -9.115 eV. The energy relative to the best compared isomer or geometry (same formula, charge and spin) comes out at 66.1 kJ/mol. Its HOMO-LUMO gap is 9.471 eV. The SMILES is FCCOC=S.

Geometry (Å):
C -0.70 0.89 -0.79
C -0.15 0.51 0.58
C 0.73 -1.65 0.35
H -1.72 0.49 -0.87
H -0.10 0.50 -1.63
H 0.90 0.79 0.83
H -0.71 0.97 1.38
H 0.52 -2.67 0.53
O -0.20 -0.88 0.83
F -0.70 2.26 -0.86
S 2.13 -1.22 -0.36

(2)
The following is a DFT calculation (the ωB97M-V functional and the def2-TZVPD basis) of a molecular structure, C29H31N2O2Pt.

The calculation puts the HOMO energy at -16.005 eV. Its net charge is +3. The energy relative to the best compared isomer or geometry (same formula, charge and spin) comes out at 0.0 kJ/mol. Its HOMO-LUMO gap is 5.696 eV.

Geometry (Å):
Pt 0.66 -1.02 1.93
C 4.67 -2.43 1.62
C 5.36 -1.23 1.50
C 4.67 -0.03 1.48
C 3.28 -0.02 1.59
C 2.61 -1.24 1.73
C 3.28 -2.44 1.74
C 2.44 1.16 1.56
C 2.87 2.49 1.43
C 1.95 3.50 1.40
C 0.57 3.21 1.50
C -0.43 4.22 1.49
C -1.75 3.88 1.61
C -2.13 2.53 1.74
C -1.18 1.54 1.74
C 0.18 1.87 1.62
N 1.13 0.88 1.65
H 5.21 -3.37 1.62
H 6.44 -1.24 1.42
H 5.22 0.90 1.38
H 2.76 -3.39 1.82
H 3.93 2.70 1.37
H 2.27 4.53 1.31
H -0.13 5.25 1.40
H -2.51 4.65 1.62
H -3.17 2.28 1.86
H -1.49 0.50 1.86
C -0.62 3.30 -6.26
C -0.98 2.57 -5.01
C -2.15 2.87 -4.32
C -2.52 2.18 -3.19
C -3.80 2.56 -2.50
C -1.67 1.12 -2.72
C -2.14 0.41 -1.63
O -1.61 -0.62 -1.02
C -0.44 0.82 -3.42
C 0.51 -0.25 -2.97
C -0.13 1.55 -4.53
H -1.13 4.26 -6.33
H -0.92 2.70 -7.12
H 0.46 3.45 -6.34
H -2.78 3.67 -4.69
H -4.25 3.42 -2.99
H -3.63 2.83 -1.45
H -4.53 1.75 -2.53
H -3.08 0.68 -1.18
H 0.06 -1.25 -3.07
H 0.85 -0.09 -1.94
H 1.40 -0.26 -3.59
H 0.78 1.34 -5.07
C -2.46 -3.81 2.35
N -1.54 -4.62 2.67
C -1.76 -6.08 2.80
C -0.17 -4.07 2.94
C 0.67 -4.85 3.88
O 0.13 -3.06 2.37
H -3.46 -4.18 2.15
H -0.75 -0.87 -1.40
H -2.24 -2.75 2.29
H -2.76 -6.31 2.43
H -1.67 -6.37 3.84
H -1.02 -6.61 2.20
H 0.12 -5.10 4.79
H 1.55 -4.26 4.12
H 0.98 -5.79 3.42

(3)
The following is a DFT calculation (the ωB97M-V functional and the def2-TZVPD basis) of a molecular structure, C4H6O2.

The calculation puts the HOMO energy at -8.304 eV. The energy relative to the best compared isomer or geometry (same formula, charge and spin) comes out at 423.3 kJ/mol. Its HOMO-LUMO gap is 9.087 eV.

Geometry (Å):
O -0.71 -0.59 1.20
C -0.46 0.77 0.05
C 0.99 0.56 0.43
C 0.61 -0.89 0.25
O 1.08 -1.97 0.16
C -0.57 0.04 -1.16
H -1.44 -1.12 0.82
H -1.14 1.48 0.51
H 1.26 0.80 1.46
H 1.72 0.94 -0.28
H 0.22 0.17 -1.89
H -1.55 -0.19 -1.57

(4)
The following is a DFT calculation (the ωB97M-V functional and the def2-TZVPD basis) of a gas-phase ion, C7H8N3O (charge +1).

The calculation puts the HOMO energy (spin up / spin down) at -12.392 / -13.352 eV. Its net charge is +1. The energy relative to the best compared isomer or geometry (same formula, charge and spin) comes out at 547.2 kJ/mol. Its HOMO-LUMO gap (spin up / spin down) is 4.911 / 8.329 eV.

Geometry (Å):
C -2.63 -1.44 0.19
C -3.63 -0.44 -0.02
C -2.05 1.18 -0.23
C -1.39 -0.96 0.25
C -0.93 0.30 0.06
C 1.50 0.36 0.03
C 2.54 1.42 0.12
N -3.27 0.79 -0.22
N 1.63 -0.89 -0.19
N 2.76 -1.56 -0.24
O 0.24 0.90 0.13
H -2.93 -2.46 0.31
H -4.67 -0.70 0.03
H -1.81 2.21 -0.47
H 2.43 2.12 -0.70
H 2.43 1.98 1.05
H 3.53 0.99 0.07
H 2.65 -2.55 -0.39
H 3.60 -1.23 0.22

(5)
The following is a DFT calculation (the ωB97M-V functional and the def2-TZVPD basis) of a molecular structure, C15H20Cl5N4OS3Sn.

The calculation puts the HOMO energy at -9.186 eV. Its net charge is +1. The energy relative to the best compared isomer or geometry (same formula, charge and spin) comes out at 178.7 kJ/mol. Its HOMO-LUMO gap is 6.068 eV.

Geometry (Å):
Sn 0.92 -0.93 -1.50
C -0.46 -0.86 3.99
N -0.22 -0.30 2.65
C -0.61 1.08 2.42
C 0.29 -1.02 1.67
C 0.67 -2.45 1.92
O 0.40 -0.48 0.53
H -1.22 -0.26 4.47
H 0.45 -0.83 4.59
H -0.82 -1.88 3.93
H -1.66 1.14 2.14
H -0.01 1.51 1.62
H -0.46 1.65 3.34
H 1.23 -2.55 2.85
H 1.28 -2.81 1.09
H -0.23 -3.06 1.99
C -2.35 1.45 -3.86
N -1.39 2.64 -1.82
C 0.31 1.28 -3.11
N 0.48 0.82 -4.32
S 1.52 1.73 -2.05
H -3.23 1.35 -1.95
H -2.77 0.51 -4.19
H -2.60 2.43 -4.25
H -1.56 3.53 -1.40
H -0.34 0.69 -4.92
H 1.40 0.82 -4.73
S 3.56 -1.76 -0.43
C 3.84 -0.38 0.47
N 4.19 0.80 -0.03
C 4.17 1.95 0.87
C 4.40 1.37 2.26
S 3.70 -0.31 2.20
H 4.22 0.91 -1.04
H 3.21 2.46 0.80
H 4.96 2.65 0.60
H 3.90 1.96 3.03
H 5.46 1.29 2.50
Cl -1.43 1.36 -2.53
C -1.41 -0.03 -1.87
C -2.41 -0.98 -1.38
C -2.30 -2.33 -1.04
Cl -0.85 -3.29 -1.09
C -3.54 -2.85 -0.65
Cl -3.84 -4.45 -0.13
C -4.48 -1.84 -0.75
Cl -6.13 -1.91 -0.30
C -3.80 -0.72 -1.22
Cl -4.43 0.90 -1.37

(6)
The following is a DFT calculation (the ωB97M-V functional and the def2-TZVPD basis) of a gas-phase ion, C19H19F2 (charge +1).

The calculation puts the HOMO energy at -11.773 eV. Its net charge is +1. The energy relative to the best compared isomer or geometry (same formula, charge and spin) comes out at 0.0 kJ/mol. Its HOMO-LUMO gap is 5.629 eV.

Geometry (Å):
C 2.27 -0.96 2.64
C 1.23 0.09 2.83
C 1.72 1.52 2.95
C -0.12 -0.27 2.76
C -1.26 0.49 2.69
C -2.61 -0.12 2.53
H 1.79 -1.94 2.56
H 2.87 -0.77 1.74
H 2.96 -1.01 3.49
H 0.87 2.21 2.92
H 2.34 1.70 2.04
H -0.30 -1.35 2.75
H -1.19 1.58 2.71
H -3.40 0.63 2.48
H -2.69 -0.72 1.62
H -2.84 -0.82 3.35
F 3.14 7.28 2.47
C 3.18 6.07 3.12
C 4.16 5.14 2.77
C 4.04 3.84 3.24
C 2.94 3.44 4.03
C 2.64 1.92 4.11
C 2.04 1.43 5.43
C 2.63 0.34 6.09
C 1.96 -0.33 7.10
C 0.75 0.20 7.54
F 0.09 -0.44 8.56
C 0.15 1.31 6.95
C 0.81 1.91 5.87
C 2.16 4.46 4.58
C 2.19 5.76 4.04
H 4.98 5.44 2.11
H 4.82 3.12 3.00
H 3.62 1.40 3.97
H 3.62 0.00 5.76
H 2.39 -1.22 7.56
H -0.80 1.70 7.31
H 0.35 2.74 5.33
H 1.53 4.27 5.45
H 1.46 6.51 4.33

(7)
The following is a DFT calculation (the ωB97M-V functional and the def2-TZVPD basis) of 2 unconnected molecules or ions with the total composition C3H10NOS.

The calculation puts the HOMO energy at -13.686 eV. Its net charge is +1. The energy relative to the best compared isomer or geometry (same formula, charge and spin) comes out at 236.4 kJ/mol. Its HOMO-LUMO gap is 8.339 eV.

Geometry (Å):
C 1.90 -0.43 -0.74
C -1.50 0.96 0.21
C -1.22 -0.39 0.77
N 1.24 -0.29 0.49
O -1.89 0.98 -1.06
S -1.50 -1.86 -0.02
H 2.24 0.55 -1.16
H 2.86 -0.95 -0.58
H 1.29 -1.01 -1.43
H -2.30 1.33 0.86
H -0.63 1.52 0.35
H -1.11 -0.44 1.82
H 1.17 0.69 0.98
H 1.52 -1.00 1.19
H -2.73 1.38 -1.31
H -1.70 -1.27 -1.19

(8)
The following is a DFT calculation (the ωB97M-V functional and the def2-TZVPD basis) of a molecular structure, C9H22LiN2O3Se2.

The calculation puts the HOMO energy at -11.399 eV. Its net charge is +1. The energy relative to the best compared isomer or geometry (same formula, charge and spin) comes out at 11.2 kJ/mol. Its HOMO-LUMO gap is 8.577 eV.

Geometry (Å):
Li 0.56 1.29 1.81
C -4.27 -2.15 -0.42
Se -3.09 -0.89 0.47
C -2.89 0.37 -1.01
C -3.47 1.75 -0.73
Se -2.46 2.76 0.61
C -3.73 2.66 2.04
H -3.77 -2.60 -1.28
H -5.20 -1.68 -0.72
H -4.48 -2.93 0.31
H -3.45 -0.03 -1.86
H -1.84 0.43 -1.31
H -4.48 1.68 -0.35
H -3.45 2.38 -1.62
H -4.56 3.31 1.78
H -3.21 2.99 2.93
H -4.05 1.62 2.11
O -1.37 1.50 1.13
O -0.82 2.36 2.24
C 1.20 -2.19 0.79
N 2.24 -1.59 -0.03
C 2.60 -2.31 -1.24
C 2.49 -0.27 0.14
O 1.74 0.44 0.84
N 3.58 0.26 -0.47
C 3.75 1.70 -0.44
C 4.81 -0.49 -0.66
H 1.36 -3.27 0.80
H 0.20 -1.99 0.40
H 1.27 -1.83 1.81
H 1.69 -2.74 -1.67
H 3.30 -3.12 -1.04
H 3.03 -1.63 -1.96
H 2.78 2.20 -0.52
H 4.37 2.00 -1.29
H 4.24 2.03 0.48
H 4.68 -1.52 -0.33
H 5.60 -0.04 -0.06
H 5.12 -0.49 -1.70